Computed, not measured: a cluster of 8 separate species, C6H28NO7S in total, with ωB97M-V with the def2-TZVPD basis set.

Summary:
E_HOMO = -3.95 eV
maximum force = 2.01 eV Å⁻¹
energy relative to the best compared isomer or geometry (same formula, charge and spin) = 0.0 kcal per mole
total charge = -1
HOMO-LUMO gap = 6.87 eV

Element x y z (Å)
C: 0.62388 0.93066 0.02977
N: -0.35444 0.20393 -0.83580
C: -1.73243 0.80452 -0.84089
C: -2.82437 -0.21174 -1.24362
S: -3.01230 -1.60913 -0.08991
C: -2.13028 1.69096 0.36431
C: 0.89810 2.35677 -0.39754
C: 1.11713 2.59138 -1.88149
H: 1.53594 0.32576 -0.07596
H: 0.54031 0.82765 1.11464
H: -0.44058 -0.73764 -0.44774
H: -1.53561 1.58522 -1.60292
H: -2.51313 -0.56570 -2.21544
H: -3.80340 0.25041 -1.19916
H: -1.56752 1.53061 1.27387
H: -2.28049 2.71218 0.02517
H: -3.14660 1.44300 0.71504
H: 0.06410 2.98448 -0.08399
H: 1.64782 2.84971 0.21016
H: 1.19306 1.65618 -2.43242
H: 2.00588 3.17289 -2.11611
H: 0.20197 3.05147 -2.28758
H: -1.04106 -0.87394 1.58251
H: -0.91742 -2.19510 2.18181
O: -0.48299 -1.32547 2.24016
H: 1.22204 -1.79200 1.69889
H: 2.17394 -2.89182 1.07142
O: 2.12778 -2.16100 1.68872
H: 3.02170 0.13107 1.93891
H: 3.03853 -0.22171 3.36728
O: 2.78007 0.51752 2.78830
H: -0.70157 -2.65451 -0.05032
H: -0.58826 -4.10596 -0.33174
O: -0.41831 -3.48676 0.38233
H: 2.28036 -1.29072 -1.23447
H: 1.53744 -2.26098 -2.04875
O: 2.44263 -2.09034 -1.75063
H: 1.07241 0.57533 3.59113
H: -0.51164 0.27770 3.32784
O: 0.14331 0.86888 3.72126
H: -1.14529 -1.44277 -3.53896
H: -0.13882 -0.52308 -2.86961
O: -0.38190 -0.89793 -3.73846

Results of the Löwdin charge analysis, in e, for atoms 1 through 8: atom 1 (C): -0.238, atom 2 (N): -0.045, atom 3 (C): -0.444, atom 4 (C): -0.652, atom 5 (S): 0.342, atom 6 (C): -0.078, atom 7 (C): -0.245, atom 8 (C): -0.100

Computed, not measured: a cluster of 8 separate species, C6H29N2O7 in total, with ωB97M-V with the def2-TZVPD basis set.

Summary:
E_HOMO = -10.68 eV
maximum force = 2.53 eV Å⁻¹
energy relative to the best compared isomer or geometry (same formula, charge and spin) = 44.9 kcal per mole
total charge = +1
HOMO-LUMO gap = 8.27 eV

Element x y z (Å)
C: -1.77583 -1.86581 -2.09200
C: -1.87679 -0.46143 -2.72645
C: -1.11655 0.43146 -1.74062
C: -1.58813 0.79731 -0.53566
N: -0.87147 1.68101 0.24026
C: -1.32331 2.04151 1.56227
C: -0.14671 1.95495 2.57194
N: -0.29266 -2.19711 -2.01397
H: -2.15233 -2.66318 -2.73447
H: -2.33107 -1.96149 -1.18179
H: -1.48903 -0.45865 -3.73865
H: -2.90690 -0.10965 -2.66989
H: -0.23072 0.90455 -2.15479
H: -2.61915 0.63829 -0.24615
H: 0.10422 1.77413 0.01588
H: -2.10950 1.37504 1.92275
H: -1.76807 3.03469 1.67349
H: 0.78342 1.96910 2.01619
H: -0.21614 2.78018 3.28659
H: -0.21155 1.12614 3.27972
H: 0.18507 -1.33953 -2.18373
H: -0.13809 -2.83589 -2.78450
H: -0.02888 -2.65887 -1.14789
H: 1.86363 -1.97546 -4.42574
H: 2.73622 -2.45082 -3.35206
O: 1.84515 -2.55262 -3.65431
H: 0.19080 4.35921 0.06747
H: 0.75272 4.95488 1.29944
O: 1.01928 4.70948 0.40735
H: 1.59737 -0.92359 0.32274
H: 1.58752 -2.42786 0.68851
O: 1.71642 -1.81021 -0.04043
H: -0.09244 -0.92228 2.36296
H: -0.77357 -1.41902 3.61599
O: -0.85569 -1.43744 2.65570
H: 3.57017 -0.44876 2.88274
H: 3.13227 0.74919 3.78895
O: 2.82918 0.00920 3.26410
H: 2.33929 2.75365 0.24301
H: 2.93048 1.97683 -0.87606
O: 2.16341 1.96640 -0.29207
H: -1.98428 -3.58160 0.96671
H: -1.15201 -2.34498 1.00110
O: -1.29573 -3.14095 0.45537

Results of the Löwdin charge analysis, in e, for atoms 1 through 8: atom 1 (C): -0.149, atom 2 (C): -0.157, atom 3 (C): -0.142, atom 4 (C): -0.130, atom 5 (N): -0.026, atom 6 (C): -0.247, atom 7 (C): -0.077, atom 8 (N): 0.166

What did the first record say?
Computed, not measured: a cluster of 8 separate species, C6H28NO7S in total, with ωB97M-V with the def2-TZVPD basis set.

Summary:
E_HOMO = -3.95 eV
maximum force = 2.01 eV Å⁻¹
energy relative to the best compared isomer or geometry (same formula, charge and spin) = 0.0 kcal per mole
total charge = -1
HOMO-LUMO gap = 6.87 eV

Element x y z (Å)
C: 0.62388 0.93066 0.02977
N: -0.35444 0.20393 -0.83580
C: -1.73243 0.80452 -0.84089
C: -2.82437 -0.21174 -1.24362
S: -3.01230 -1.60913 -0.08991
C: -2.13028 1.69096 0.36431
C: 0.89810 2.35677 -0.39754
C: 1.11713 2.59138 -1.88149
H: 1.53594 0.32576 -0.07596
H: 0.54031 0.82765 1.11464
H: -0.44058 -0.73764 -0.44774
H: -1.53561 1.58522 -1.60292
H: -2.51313 -0.56570 -2.21544
H: -3.80340 0.25041 -1.19916
H: -1.56752 1.53061 1.27387
H: -2.28049 2.71218 0.02517
H: -3.14660 1.44300 0.71504
H: 0.06410 2.98448 -0.08399
H: 1.64782 2.84971 0.21016
H: 1.19306 1.65618 -2.43242
H: 2.00588 3.17289 -2.11611
H: 0.20197 3.05147 -2.28758
H: -1.04106 -0.87394 1.58251
H: -0.91742 -2.19510 2.18181
O: -0.48299 -1.32547 2.24016
H: 1.22204 -1.79200 1.69889
H: 2.17394 -2.89182 1.07142
O: 2.12778 -2.16100 1.68872
H: 3.02170 0.13107 1.93891
H: 3.03853 -0.22171 3.36728
O: 2.78007 0.51752 2.78830
H: -0.70157 -2.65451 -0.05032
H: -0.58826 -4.10596 -0.33174
O: -0.41831 -3.48676 0.38233
H: 2.28036 -1.29072 -1.23447
H: 1.53744 -2.26098 -2.04875
O: 2.44263 -2.09034 -1.75063
H: 1.07241 0.57533 3.59113
H: -0.51164 0.27770 3.32784
O: 0.14331 0.86888 3.72126
H: -1.14529 -1.44277 -3.53896
H: -0.13882 -0.52308 -2.86961
O: -0.38190 -0.89793 -3.73846

Results of the Löwdin charge analysis, in e, for atoms 1 through 8: atom 1 (C): -0.238, atom 2 (N): -0.045, atom 3 (C): -0.444, atom 4 (C): -0.652, atom 5 (S): 0.342, atom 6 (C): -0.078, atom 7 (C): -0.245, atom 8 (C): -0.100